1.
A 5-piece molecular cluster, C34H50BrN7OP overall, computed with the ωB97M-V functional and the def2-TZVPD basis.

Structure (XYZ):
```
94
Properties=species:S:1:pos:R:3:lowdin_charge:R:1
C 1.49556 4.50323 2.12017 -0.12
C 1.34729 4.17448 3.67867 -0.24
C 2.46551 3.08723 4.00744 -0.21
C 2.22913 2.35987 5.39527 -0.13
C 2.80643 0.88013 5.46645 -0.32
N 3.80643 0.55564 4.41021 0.14
C 3.41768 -0.47289 3.54647 -0.25
N 4.35711 -1.31203 3.14055 0.16
C 4.13346 -2.41661 2.20123 -0.15
O 3.77095 -1.92072 0.89512 -0.06
C 2.81481 -2.74657 0.29385 -0.27
C 2.91934 -4.18996 0.12110 -0.01
C 1.85475 -4.93894 -0.56858 -0.05
C 0.64009 -4.28446 -1.08564 -0.07
C 0.54249 -2.83239 -0.91680 -0.08
C 1.61071 -2.08583 -0.24472 -0.01
N 2.07971 -0.60437 3.06027 0.08
C 1.03207 -0.38066 4.11961 -0.46
P -0.15229 -1.89667 4.12417 0.93
C -1.41304 -1.50382 2.78663 -0.28
C 0.92330 -3.31672 3.55099 -0.46
C 0.18015 -4.71853 3.48096 -0.14
C 1.61037 -0.13288 5.55485 -0.64
Br 2.11967 -1.75641 6.55293 0.73
H 1.29135 5.57794 1.88286 0.08
H 0.87381 3.78112 1.53386 0.07
H 2.58535 4.33326 1.87770 0.07
H 0.30996 3.81736 3.90466 0.08
H 1.52908 5.13902 4.21614 0.11
H 2.50075 2.38663 3.13316 0.09
H 3.42829 3.66907 4.07883 0.12
H 2.74781 2.98739 6.17275 0.12
H 1.13266 2.42172 5.64966 0.11
H 3.35376 0.80597 6.45060 0.14
H 4.73509 0.40366 4.80714 0.15
H 5.30690 -1.17205 3.49577 0.18
H 5.13437 -2.92213 2.05588 0.16
H 3.43795 -3.20937 2.56963 0.12
H 3.81409 -4.74851 0.47852 0.11
H 1.90991 -6.04230 -0.73064 0.11
H -0.17187 -4.84268 -1.60223 0.10
H -0.33623 -2.27461 -1.31229 0.09
H 1.53482 -0.97903 -0.13756 0.10
H 1.96716 0.18216 2.40207 0.15
H 0.37247 0.49549 3.87095 0.12
H -2.46561 -1.48745 3.15583 0.04
H -1.28436 -2.26174 1.95833 0.04
H -1.17784 -0.49333 2.35967 0.03
H 1.83436 -3.40259 4.19491 0.03
H 1.30054 -3.06314 2.51490 0.04
H 0.79349 -5.44257 4.09077 0.08
H -0.88841 -4.69122 3.81243 0.07
H 0.28488 -5.08528 2.41906 0.07
H 0.80413 0.36805 6.15688 0.11
N -0.84540 -1.26515 -4.02890 -0.02
C -1.75315 -0.41746 -4.60645 -0.12
C -2.75893 -1.17820 -5.14496 -0.10
C -2.45172 -2.53825 -4.87854 -0.09
C -1.26859 -2.56187 -4.18771 -0.18
H -0.00090 -0.98188 -3.56132 0.14
H -1.60377 0.65002 -4.58536 0.11
H -3.62169 -0.79980 -5.67149 0.09
H -3.03363 -3.40139 -5.16136 0.10
H -0.69052 -3.38419 -3.79608 0.10
N 0.36810 -1.96540 -6.77639 0.01
C -0.42878 -1.80488 -7.87606 -0.14
C 0.38155 -1.74761 -8.98228 -0.11
C 1.71924 -1.88453 -8.53293 -0.12
C 1.67864 -2.01991 -7.16832 -0.15
H 0.04089 -2.03406 -5.82171 0.08
H -1.50017 -1.74400 -7.77669 0.10
H 0.04975 -1.62250 -10.00115 0.09
H 2.61065 -1.88461 -9.14072 0.09
H 2.46744 -2.14891 -6.44397 0.10
N -2.85924 5.37824 5.75623 0.00
C -2.60719 4.36412 4.87284 -0.16
C -2.54999 4.90502 3.61258 -0.13
C -2.77055 6.29992 3.74189 -0.11
C -2.95525 6.56203 5.07538 -0.13
H -2.95813 5.27114 6.75088 0.15
H -2.49235 3.34799 5.21597 0.10
H -2.36880 4.35920 2.69935 0.09
H -2.79117 7.02921 2.94747 0.09
H -3.14755 7.48557 5.59718 0.11
N -6.15210 1.65194 -8.13261 0.00
C -6.51450 2.74317 -7.39014 -0.14
C -5.48551 3.03039 -6.53103 -0.11
C -4.46018 2.07907 -6.76802 -0.12
C -4.89936 1.24389 -7.76312 -0.15
H -6.71838 1.21782 -8.84060 0.15
H -7.47107 3.21833 -7.53641 0.11
H -5.46996 3.83513 -5.81288 0.09
H -3.50725 2.01478 -6.26591 0.08
H -4.43079 0.39663 -8.23813 0.10
```

Calculated values
- DFT total energy (Ha) = -4699.0921
- total charge = +1
- HOMO level (eV) = -9.15



2.
A 8-piece molecular cluster, C34H50Cl21I2N2O overall, computed with the ωB97M-V functional and the def2-TZVPD basis.

Structure (XYZ):
```
110
Properties=species:S:1:pos:R:3:lowdin_charge:R:1
C 4.54878 -2.69226 5.30714 -0.11
C 4.50777 -1.54375 4.20811 -0.20
C 5.40751 -0.34417 4.66765 -0.18
O 4.99869 0.94643 4.11148 -0.08
C 4.98499 0.84649 2.73593 -0.22
C 6.21314 0.56260 2.03440 0.06
N 6.23768 0.42820 0.66662 0.13
C 5.11371 0.54275 -0.12600 -0.12
C 5.36265 0.30820 -1.65732 -0.11
C 5.66422 -1.26246 -1.84611 -0.17
C 4.35285 -2.11748 -2.02343 -0.19
C 3.74609 -2.65279 -0.66614 -0.20
C 2.27607 -3.21054 -0.89660 -0.18
C 1.23790 -2.74501 0.19378 -0.25
C 0.35038 -3.91373 0.78781 -0.19
C -0.49141 -3.37248 2.03315 -0.19
C -2.04800 -3.33311 1.77124 -0.19
C -2.72860 -1.97660 2.26119 -0.21
C -3.20218 -1.07464 1.05764 -0.18
C -3.93219 0.22166 1.64772 -0.14
N -5.15008 0.47063 0.86338 -0.16
C -5.26474 1.08704 -0.38080 -0.18
C -6.71105 1.13440 -0.74810 -0.27
C -7.46015 0.49793 0.38866 -0.19
C -6.41049 0.11378 1.33336 -0.09
C 3.78669 0.83175 0.45839 -0.15
C 2.50046 0.93121 -0.40910 -0.67
I 0.64189 0.86891 0.73323 0.99
C 2.44164 2.20509 -1.37591 -0.80
C 3.65108 3.21473 -1.25039 -0.20
I 2.06447 1.60594 -3.45421 0.85
C 3.76263 0.98367 1.92059 0.06
H 5.44841 -3.33090 5.11977 0.07
H 3.64071 -3.34548 5.28651 0.08
H 4.65537 -2.29069 6.34901 0.04
H 3.44251 -1.21464 4.04682 0.12
H 4.83580 -2.02055 3.24336 0.11
H 5.32677 -0.29485 5.78936 0.07
H 6.50005 -0.55725 4.47260 0.13
H 7.17969 0.42637 2.57591 0.16
H 7.13438 0.19933 0.22854 0.18
H 4.47506 0.56108 -2.28411 0.04
H 6.23565 0.93743 -1.97488 0.13
H 6.38892 -1.36150 -2.69710 0.12
H 6.22262 -1.62805 -0.93399 0.11
H 4.64172 -3.01226 -2.64279 0.13
H 3.57052 -1.48995 -2.54084 0.09
H 4.37045 -3.54431 -0.35988 0.12
H 3.82325 -1.92627 0.18520 0.09
H 2.33165 -4.32514 -1.01443 0.12
H 1.93414 -2.78809 -1.88516 0.11
H 0.50834 -2.05444 -0.32218 0.08
H 1.69197 -2.14472 1.02628 0.07
H -0.40444 -4.16802 0.00198 0.11
H 0.95397 -4.81077 1.07243 0.11
H -0.18131 -2.32473 2.31747 0.08
H -0.32461 -4.00406 2.94443 0.11
H -2.33948 -3.47819 0.69897 0.10
H -2.56735 -4.14965 2.34954 0.11
H -3.62426 -2.17294 2.90819 0.11
H -2.01473 -1.36751 2.87961 0.10
H -3.96360 -1.61015 0.42568 0.12
H -2.34003 -0.74736 0.41773 0.08
H -3.24791 1.10879 1.53853 0.12
H -4.15315 0.12084 2.73847 0.12
H -4.42369 1.47012 -0.98318 0.03
H -7.17127 1.54093 -1.66086 0.00
H -8.54365 0.33276 0.51829 0.06
H -6.65225 -0.39380 2.28900 0.12
H 2.47813 0.01659 -1.06705 0.04
H 1.52269 2.78572 -1.09227 0.01
H 3.35916 4.13126 -1.83491 0.06
H 4.61347 2.83959 -1.67814 0.07
H 3.74315 3.52028 -0.17585 0.04
H 2.83262 1.20802 2.50064 -0.04
C -9.49706 -0.60565 -3.14012 -1.53
Cl -9.65635 -2.22625 -3.84727 0.50
Cl -11.08607 0.04621 -2.71940 0.53
Cl -8.44362 -0.64473 -1.71616 0.68
H -9.04720 0.04655 -3.87696 -0.07
C 2.30316 6.74016 0.11812 -1.51
Cl 3.85439 6.73917 -0.73032 0.55
Cl 1.02829 7.37695 -0.92114 0.55
Cl 1.89165 5.10954 0.67786 0.56
H 2.39110 7.38514 0.98659 0.02
C 2.50682 2.48250 5.85462 -1.51
Cl 1.59219 3.80347 6.58144 0.56
Cl 2.54014 1.07961 6.92786 0.54
Cl 1.82049 2.04263 4.28106 0.57
H 3.52758 2.81720 5.69835 0.02
C -5.47811 3.52095 -3.91454 -1.48
Cl -5.34840 2.34150 -2.60293 0.70
Cl -5.95985 5.09993 -3.28371 0.54
Cl -3.95090 3.64472 -4.80095 0.52
H -6.24465 3.18128 -4.60421 -0.04
C -8.78026 0.98122 -7.37051 -1.50
Cl -8.87135 -0.32461 -6.18261 0.58
Cl -7.68518 2.25563 -6.81696 0.55
Cl -8.26124 0.35698 -8.93971 0.56
H -9.77131 1.40913 -7.48385 0.02
C 7.36430 -0.68096 8.26570 -1.54
Cl 7.21808 -2.32078 7.61770 0.55
Cl 5.76474 0.02275 8.54332 0.53
Cl 8.30904 -0.68248 9.75525 0.55
H 7.88293 -0.06997 7.53363 0.01
C -8.84389 -0.55341 -12.51375 -1.57
Cl -7.31720 -0.58285 -13.40362 0.52
Cl -10.15473 0.02571 -13.54685 0.53
Cl -9.22020 -2.15586 -11.86958 0.51
H -8.73906 0.13339 -11.68033 -0.04
```

Calculated values
- DFT total energy (Ha) = -11769.2388
- energy relative to the best compared isomer or geometry (same formula, charge and spin) (kcal/mol) = 100.08
- total charge = +1
- HOMO level (eV) = -9.28